50
Properties=species:S:1:pos:R:3 method="wB97M-V/def2-TZVPD" relative_energy_kcal_mol=56.65 smiles="CCc1cc(=O)oc2cc(O[C@H](C)C(=O)NCCCn3ccnc3)ccc12"
C 5.3713 -2.3016 1.0975
C 5.1037 -1.8701 -0.3468
C 4.7091 -0.4244 -0.3976
C 5.6144 0.5270 -0.7193
C 5.3052 1.9416 -0.7358
O 6.0776 2.8221 -1.0222
O 4.0243 2.2935 -0.3933
C 3.0934 1.3718 -0.0684
C 1.8324 1.8469 0.2619
C 0.8116 0.9674 0.6042
O -0.3820 1.5476 0.8816
C -1.4563 0.7877 1.4242
C -1.1903 0.2806 2.8373
C -1.9063 -0.3349 0.4740
O -2.2821 -1.4239 0.8538
N -1.8625 0.0373 -0.8208
C -2.2103 -0.8506 -1.9112
C -3.6748 -1.2999 -1.8825
C -4.6750 -0.1508 -2.0462
N -4.7251 0.6902 -0.8814
C -5.2199 0.3397 0.3427
C -4.9907 1.4051 1.1631
N -4.3643 2.3948 0.4726
C -4.2214 1.9380 -0.7408
C 1.0703 -0.4082 0.5982
C 2.3237 -0.8739 0.2761
C 3.3706 -0.0085 -0.0586
H 5.6548 -3.3507 1.1287
H 6.1811 -1.7114 1.5197
H 4.4880 -2.1602 1.7154
H 6.0114 -2.0131 -0.9349
H 4.3189 -2.4923 -0.7795
H 6.6306 0.2767 -0.9812
H 1.6447 2.9077 0.2547
H -2.2806 1.5143 1.4573
H -1.0857 1.1215 3.5172
H -0.2843 -0.3181 2.8790
H -2.0293 -0.3352 3.1475
H -1.5678 0.9776 -1.0310
H -1.5820 -1.7460 -1.8442
H -1.9873 -0.3358 -2.8473
H -3.8573 -1.8073 -0.9346
H -3.8260 -2.0151 -2.6919
H -4.4040 0.4703 -2.9049
H -5.6723 -0.5683 -2.2217
H -5.6817 -0.6087 0.5217
H -5.2347 1.5252 2.1991
H -3.7734 2.4818 -1.5493
H 0.2965 -1.1189 0.8378
H 2.4932 -1.9386 0.2806

=====

55
Properties=species:S:1:pos:R:3 method="wB97M-V/def2-TZVPD" smiles="COc1ccc(-c2[nH]c3nc(N)[nH]c(=O)c3c2C#N)cc1.CNC(=O)[C@H](CO)NC(C)=O"
C 5.0093 7.3605 4.4527
O 5.1783 7.2343 3.0343
C 4.4151 6.3008 2.3745
C 3.7494 5.2247 2.9868
C 2.9812 4.3343 2.2270
C 2.8529 4.4946 0.8374
C 2.0001 3.5700 0.0667
N 1.6936 2.2738 0.4771
C 0.8545 1.6563 -0.4228
N 0.3431 0.3718 -0.3977
C -0.4564 0.0387 -1.3659
N -0.8754 -1.2361 -1.3120
N -0.8578 0.8588 -2.3788
C -0.2760 2.0884 -2.4863
O -0.5420 2.7537 -3.4720
C 0.6000 2.5392 -1.4259
C 1.3311 3.7667 -1.1307
C 1.2946 4.9427 -1.9468
N 1.3036 5.9148 -2.5906
C 3.5456 5.5546 0.2288
C 4.3113 6.4401 0.9910
H 5.5562 8.2383 4.8087
H 3.9534 7.4874 4.7126
H 5.4043 6.4812 4.9710
H 3.8155 5.0663 4.0567
H 2.4617 3.5306 2.7387
H 2.0638 1.8155 1.3042
H -1.8242 -1.4397 -1.6285
H -0.5415 -1.6990 -0.4699
H -1.2663 0.4658 -3.2127
H 3.5155 5.7084 -0.8444
H 4.8317 7.2584 0.5037
C -4.8906 -4.9032 1.1912
N -4.5322 -3.9221 0.1673
C -3.4199 -3.8847 -0.5730
O -3.2640 -2.9592 -1.3674
C -2.2914 -4.9158 -0.3761
C -0.9624 -4.2102 -0.0857
O -1.0966 -3.2419 0.9395
N -2.1254 -5.7610 -1.5667
C -2.9169 -6.7910 -1.8603
C -2.6323 -7.5162 -3.1544
O -3.8308 -7.1589 -1.1360
H -4.1755 -4.8712 2.0152
H -5.8860 -4.6829 1.5808
H -4.9036 -5.9077 0.7628
H -5.2074 -3.2018 -0.0406
H -2.5192 -5.5518 0.4782
H -0.6023 -3.7329 -0.9964
H -0.2240 -4.9527 0.2211
H -1.8236 -2.6450 0.7303
H -1.4144 -5.5098 -2.2339
H -2.8254 -6.8484 -3.9918
H -3.2876 -8.3838 -3.2222
H -1.5945 -7.8439 -3.1693

=====

51
Properties=species:S:1:pos:R:3 method="wB97M-V/def2-TZVPD" relative_energy_kcal_mol=459.69 smiles="CCOc1cc(C(=S)N2CCOCC2)ccc1OS(=O)(=O)c1ccc(C)cc1"
C -2.3707 0.7713 2.5448
C -1.7750 -0.6300 2.8391
O -0.5163 -0.9428 2.4197
C -0.1397 -0.8963 1.3455
C 1.0494 -0.3045 1.2492
C 1.7646 -0.1923 -0.2648
C 2.9993 0.5252 -0.4643
S 3.0783 2.0602 0.0291
N 4.1375 -0.0338 -0.8177
C 5.3262 0.4974 -1.1128
C 6.4295 0.4066 -0.0098
O 6.5696 -1.1746 0.2093
C 5.3467 -1.8213 0.2248
C 4.3655 -1.5869 -0.6674
C 1.1315 -0.8624 -1.2982
C 0.0075 -1.5589 -1.0265
C -0.7338 -1.2910 0.2325
O -1.9691 -2.0658 0.2993
S -3.0317 -2.4150 -0.8182
O -4.0403 -2.9282 -0.0363
O -2.5478 -2.6724 -2.0978
C -3.6264 -0.5625 -0.6537
C -4.6085 -0.2955 0.0209
C -5.0559 1.1462 0.0408
C -4.1960 2.2393 -0.8459
C -4.7536 3.6265 -0.6198
C -3.2358 1.7493 -1.4126
C -2.8793 0.3656 -1.6273
H -1.8206 1.6194 2.8876
H -2.4343 1.0034 1.4405
H -3.4455 0.9245 2.6685
H -2.3579 -1.3038 2.3156
H -1.9434 -0.7960 3.8974
H 1.7120 0.2061 1.9510
H 5.1340 1.6330 -1.0370
H 5.8576 0.2865 -2.1022
H 7.3874 0.6496 -0.4433
H 5.9519 0.5974 0.8760
H 5.4748 -2.8039 0.2682
H 4.9471 -1.7441 1.2393
H 3.2126 -1.9386 -0.3377
H 4.5216 -1.8715 -1.7909
H 1.6688 -0.7969 -2.2232
H -0.4678 -2.0879 -1.7546
H -5.2581 -0.9123 0.6498
H -5.8363 1.6819 0.5049
H -3.8389 4.3720 -0.7810
H -4.9425 3.8877 -1.7988
H -5.4822 3.5870 -0.0897
H -2.6507 2.5333 -2.0543
H -2.1154 0.1199 -1.9676

=====

How do the records compare in energy? In the order shown, they have -1241.1890 -1535.4945 -2002.5931 a.u..
How do the records compare in orbital gap? In the order shown, they have 8.636 7.936 7.605 eV.